(1)
Computed, not measured: a cluster of 11 separate species, C28H80N2O11 in total at a distorted geometry, with ωB97M-V/def2-TZVPD.

Its HOMO-LUMO gap is 9.9 eV. For the total energy, the calculation gives -55832.0753 eV. Its SMILES is COC[C@H](C)N.COC[C@H](C)N.CC(C)O.CC(C)O.CCO.CCO.CCO.CCO.CCO.CCO.CCO.

Atoms and positions in Å:
C: 0.239 -2.251 -5.003
O: -0.225 -2.717 -3.755
C: 0.702 -2.723 -2.667
C: 1.235 -4.151 -2.401
C: 0.233 -5.021 -1.668
N: 2.490 -4.072 -1.663
H: 0.575 -1.214 -5.022
H: -0.516 -2.276 -5.751
H: 1.000 -2.974 -5.388
H: 1.656 -2.203 -2.864
H: 0.303 -2.283 -1.712
H: 1.413 -4.538 -3.406
H: 0.670 -6.000 -1.580
H: -0.692 -5.129 -2.211
H: -0.025 -4.572 -0.706
H: 3.194 -3.436 -2.058
H: 2.890 -4.961 -1.643
C: 5.801 -2.927 2.173
O: 4.552 -2.368 2.593
C: 3.367 -3.186 2.380
C: 2.186 -2.362 1.898
C: 1.069 -3.433 1.679
N: 2.488 -1.682 0.636
H: 5.684 -3.355 1.153
H: 6.203 -3.653 2.889
H: 6.478 -2.086 2.117
H: 3.650 -3.968 1.657
H: 3.161 -3.719 3.333
H: 1.936 -1.661 2.680
H: 0.141 -2.908 1.394
H: 0.808 -3.987 2.540
H: 1.317 -4.140 0.898
H: 3.411 -1.287 0.673
H: 2.454 -2.371 -0.154
C: -3.112 -2.260 1.569
C: -3.960 -2.509 0.348
C: -3.157 -3.284 -0.676
O: -5.202 -3.072 0.758
H: -2.966 -3.230 2.056
H: -3.628 -1.562 2.282
H: -2.144 -1.705 1.401
H: -4.240 -1.512 -0.098
H: -2.424 -2.591 -1.176
H: -3.865 -3.732 -1.339
H: -2.621 -4.107 -0.135
H: -5.078 -4.043 0.792
C: 3.138 0.431 -4.615
C: 2.559 1.056 -3.349
C: 3.281 2.250 -2.715
O: 1.222 1.512 -3.625
H: 2.703 1.058 -5.404
H: 2.630 -0.548 -4.679
H: 4.252 0.350 -4.644
H: 2.621 0.299 -2.541
H: 3.300 3.114 -3.415
H: 4.321 2.000 -2.445
H: 2.742 2.553 -1.823
H: 0.582 0.889 -3.996
C: -4.509 2.221 0.292
C: -3.315 3.227 0.342
O: -3.189 3.713 1.667
H: -5.418 2.700 0.562
H: -4.320 1.483 1.031
H: -4.436 1.702 -0.628
H: -3.481 4.092 -0.293
H: -2.391 2.692 0.174
H: -3.505 2.994 2.229
C: 3.533 0.430 4.376
C: 2.605 1.566 4.001
O: 1.731 1.675 5.130
H: 4.297 0.178 3.655
H: 2.885 -0.421 4.671
H: 4.044 0.709 5.284
H: 1.976 1.305 3.134
H: 3.091 2.472 3.803
H: 1.032 2.360 5.059
C: -0.799 5.580 -1.659
C: -0.811 4.702 -2.828
O: -1.732 3.526 -2.825
H: -0.405 5.036 -0.792
H: -1.822 5.987 -1.399
H: -0.073 6.371 -1.808
H: 0.124 4.211 -3.009
H: -1.055 5.225 -3.768
H: -2.346 3.452 -2.101
C: -0.715 -0.785 4.400
C: -1.985 -0.033 4.091
O: -2.032 0.640 2.784
H: 0.180 -0.175 4.370
H: -0.500 -1.576 3.690
H: -0.908 -1.172 5.425
H: -2.051 0.756 4.811
H: -2.753 -0.812 4.238
H: -1.196 0.454 2.323
C: -0.450 5.351 3.136
C: -1.280 4.198 3.753
O: -0.560 3.578 4.816
H: -1.101 5.809 2.343
H: 0.469 4.861 2.741
H: -0.142 6.091 3.865
H: -1.436 3.442 3.001
H: -2.297 4.501 4.071
H: -0.298 4.153 5.522
C: -2.942 -0.639 -3.319
C: -2.772 0.644 -4.178
O: -1.433 0.915 -4.269
H: -3.985 -0.974 -3.342
H: -2.698 -0.481 -2.281
H: -2.391 -1.488 -3.772
H: -3.303 1.452 -3.674
H: -3.231 0.473 -5.107
H: -1.256 1.845 -3.981
C: -0.450 1.020 -1.170
C: 0.416 1.162 0.077
O: 0.208 0.233 1.156
H: -0.410 0.065 -1.644
H: -0.149 1.753 -1.928
H: -1.497 1.084 -0.914
H: 0.196 2.173 0.427
H: 1.451 1.066 -0.198
H: 0.791 -0.511 0.863

Results of the Löwdin charge analysis, in e, for atoms 1 through 5: C -0.099; O -0.189; C -0.181; C -0.428; C -0.046

(2)
Computed, not measured: a cluster of 10 separate species, C28H80N4O10 in total at a distorted geometry, with ωB97M-V/def2-TZVPD.

Its spin multiplicity is 2. Its HOMO-LUMO gap (spin up / spin down) is 1.6 / 9.0 eV. As for the expectation value of S²: 0.750. For the total energy, the calculation gives -56762.5022 eV. As for the total charge: -1.

Atoms and positions in Å:
C: -5.217 -1.497 -3.726
C: -6.157 -0.840 -2.763
C: -7.497 -1.515 -2.564
O: -5.556 -0.624 -1.498
H: -4.572 -0.836 -4.304
H: -5.899 -1.956 -4.442
H: -4.611 -2.359 -3.449
H: -6.356 0.089 -3.298
H: -7.853 -1.880 -3.527
H: -8.252 -0.852 -2.141
H: -7.367 -2.476 -2.065
H: -5.814 -1.390 -0.980
C: -2.674 -2.251 2.947
C: -1.499 -2.900 3.828
C: -0.162 -2.534 3.210
O: -1.554 -2.567 5.124
H: -2.765 -1.205 3.240
H: -3.645 -2.674 3.205
H: -2.649 -2.416 1.870
H: -1.592 -3.985 3.772
H: -0.215 -1.458 3.043
H: -0.160 -3.138 2.304
H: 0.589 -2.725 3.976
H: -0.928 -3.134 5.580
C: 3.149 -0.539 3.513
C: 3.689 -1.945 3.360
C: 3.634 -2.334 1.903
O: 5.032 -2.015 3.757
H: 2.260 -0.364 2.909
H: 3.839 0.216 3.137
H: 2.883 -0.290 4.540
H: 3.047 -2.558 3.992
H: 2.577 -2.343 1.639
H: 3.966 -3.370 1.833
H: 4.170 -1.561 1.352
H: 5.510 -2.746 3.357
C: 1.731 4.393 0.215
C: 1.797 4.302 1.720
C: 2.571 5.577 2.212
O: 0.576 4.238 2.356
H: 2.736 4.178 -0.148
H: 1.483 5.352 -0.242
H: 1.131 3.600 -0.230
H: 2.386 3.452 2.062
H: 1.824 6.369 2.275
H: 3.390 5.945 1.594
H: 2.910 5.308 3.212
H: 0.071 5.030 2.160
O: -2.945 5.228 -3.181
H: -2.805 6.147 -3.407
H: -3.312 4.839 -3.975
O: -4.416 0.247 1.461
H: -4.540 -0.079 0.570
H: -3.483 0.454 1.513
C: 0.465 -0.455 -0.251
C: -0.164 0.898 -0.182
C: -1.512 0.945 -0.845
O: -1.469 0.827 -2.310
C: -2.804 1.092 -2.721
N: -0.439 1.290 1.177
H: 0.385 -0.794 -1.283
H: -0.113 -1.092 0.418
H: 1.482 -0.392 0.136
H: 0.444 1.642 -0.698
H: -1.967 1.912 -0.636
H: -2.115 0.123 -0.460
H: -2.979 2.167 -2.680
H: -3.462 0.475 -2.109
H: -2.805 0.793 -3.769
H: -0.699 2.265 1.203
H: 0.449 1.261 1.658
C: 0.697 0.942 -6.729
C: -0.211 0.405 -5.672
C: 0.236 -1.020 -5.255
O: 0.279 -2.066 -6.220
C: -0.913 -2.500 -6.821
N: -0.035 1.392 -4.605
H: 1.707 1.243 -6.451
H: 0.178 1.704 -7.311
H: 0.874 0.074 -7.364
H: -1.258 0.491 -5.961
H: -0.373 -1.335 -4.408
H: 1.255 -1.007 -4.869
H: -1.341 -1.650 -7.353
H: -1.606 -2.755 -6.019
H: -0.807 -3.384 -7.450
H: -0.589 1.085 -3.818
H: 0.919 1.528 -4.305
C: -1.509 1.643 4.348
C: -1.772 1.280 5.866
C: -3.142 0.689 6.061
O: -3.307 0.500 7.466
C: -4.349 -0.455 7.749
N: -0.751 0.341 6.230
H: -0.450 1.590 4.095
H: -1.847 2.661 4.157
H: -1.920 1.031 3.545
H: -1.685 2.072 6.610
H: -3.265 -0.260 5.540
H: -4.003 1.279 5.743
H: -4.097 -1.427 7.327
H: -5.397 -0.188 7.613
H: -4.207 -0.680 8.806
H: -1.001 0.223 7.201
H: -0.989 -0.501 5.726
C: 8.513 -1.371 -3.650
C: 7.461 -1.100 -2.538
C: 6.015 -1.370 -2.942
O: 5.138 -0.619 -2.010
C: 3.837 -0.987 -1.724
N: 7.867 -1.967 -1.420
H: 9.518 -1.308 -3.233
H: 8.326 -0.660 -4.454
H: 8.429 -2.353 -4.117
H: 7.524 -0.037 -2.305
H: 5.910 -2.455 -2.949
H: 5.815 -1.133 -3.987
H: 3.894 -1.739 -0.937
H: 3.433 -1.560 -2.558
H: 3.119 -0.183 -1.562
H: 7.580 -2.853 -1.811
H: 7.149 -1.816 -0.726

Results of the Löwdin charge analysis, in e, for atoms 1 through 5: C -0.114; C -0.532; C -0.094; O -0.076; H 0.058